Entry 1:
The following is a DFT calculation (ωB97M-V with the def2-TZVPD basis set) of a molecular structure, C51H41N11O3S5W.

XYZ file:
```
112
Properties=species:S:1:pos:R:3:forces:R:3
W 12.9709 13.9340 15.1675 -1.10 -0.40 -0.27
S 11.6233 15.8020 16.4775 0.74 0.00 0.18
C 13.2158 16.0419 17.1231 -0.66 0.06 -0.09
N 14.1172 15.2060 16.6813 0.30 -0.51 -0.85
C 15.4266 15.5542 17.0461 -0.33 -0.65 0.21
C 16.6070 14.8724 16.7361 0.33 1.12 0.25
C 17.8038 15.4386 17.1788 -0.51 -0.32 0.47
C 17.8095 16.5808 17.9938 -0.49 -0.48 -0.10
C 16.6195 17.1688 18.3848 0.63 0.60 0.07
C 15.4409 16.6603 17.8939 -0.14 -0.12 -0.26
S 13.8337 17.2530 18.1686 -0.36 0.32 0.07
H 16.6195 13.9704 16.1585 -0.11 -0.31 -0.19
H 18.7227 14.9016 17.0035 0.17 0.13 -0.21
H 18.7217 16.9760 18.3890 0.44 0.09 -0.01
H 16.6305 18.0503 19.0177 -0.03 -0.16 0.03
C 7.2485 12.6894 14.1311 -0.01 -0.42 0.06
C 7.9837 13.4585 15.0063 0.68 0.24 0.20
C 9.3761 13.3973 15.0276 -0.01 -0.28 -0.86
C 10.0994 12.5852 14.1406 -1.33 0.39 0.53
C 9.3244 11.7928 13.2323 0.48 0.32 0.52
C 7.9269 11.8358 13.2641 0.79 0.30 0.32
N 11.5574 12.6552 14.1518 -1.01 -1.64 -2.05
N 11.9271 11.8286 13.1605 0.76 0.78 0.98
C 13.2442 11.8593 12.9691 1.16 0.28 -0.14
C 13.8836 10.9806 12.0223 0.13 0.30 0.38
C 15.2639 10.9478 11.9023 -1.06 0.56 0.36
C 16.0076 11.8306 12.7501 -0.50 -0.02 -0.04
C 15.3542 12.6783 13.6034 -0.41 0.41 -0.28
N 13.9702 12.7485 13.7275 0.92 -0.83 -0.09
H 6.1645 12.7035 14.1554 0.10 0.07 -0.08
H 7.5322 14.1528 15.6944 -0.35 0.02 0.08
H 9.8986 14.0741 15.6651 0.25 0.19 0.47
H 9.8240 11.1582 12.5090 -0.13 0.09 0.20
H 7.3673 11.1918 12.6129 -0.07 -0.14 -0.30
H 13.1778 10.3710 11.4612 0.44 0.00 -0.08
H 15.7492 10.3169 11.1558 -0.12 0.14 0.37
H 17.0877 11.8811 12.7293 -0.03 -0.12 -0.10
H 15.9160 13.4068 14.1942 -0.23 -0.40 -0.17
S 11.4831 15.1344 13.3600 -0.21 -0.11 0.14
C 12.2560 16.4189 12.6528 -0.16 -0.02 0.01
N 11.6350 17.4024 12.0372 0.03 -0.27 -0.05
C 12.3919 18.4897 11.4353 -0.55 0.58 0.27
C 13.6871 17.9892 10.9292 0.78 -0.08 -0.30
N 14.3879 17.2757 11.9833 0.56 -0.40 0.05
C 15.8653 17.4394 12.0250 -0.28 -0.27 0.19
C 16.2447 18.7997 12.5167 0.09 0.31 0.36
C 16.7978 19.7318 11.6490 -0.02 -0.24 -0.56
C 17.0865 21.0182 12.0749 -0.01 -0.10 0.42
C 16.8666 21.3466 13.4038 0.09 0.50 0.22
C 16.3305 20.4269 14.2931 0.02 -0.36 0.36
C 16.0326 19.1481 13.8544 -0.63 -0.66 0.21
C 13.7315 16.4506 12.7644 0.19 0.92 0.05
S 14.4670 15.6323 14.0116 0.45 -0.40 0.47
C 10.1683 17.4684 11.9987 -0.16 -0.45 0.73
C 9.5548 16.4429 11.0684 -0.52 -0.33 -0.24
C 8.5695 15.5584 11.5342 0.49 0.08 -0.02
C 8.0296 14.5939 10.6927 -0.48 0.05 0.45
C 8.4628 14.4612 9.3788 -0.51 -0.11 0.10
C 9.3969 15.3527 8.8976 0.69 0.55 0.08
C 9.9305 16.3509 9.7319 0.01 -0.45 -0.12
H 12.5113 19.3098 12.1779 0.02 -0.43 -0.42
H 11.8256 18.8619 10.5917 -0.22 0.22 -0.07
H 14.3038 18.8377 10.6619 0.16 0.17 -0.15
H 13.6062 17.3304 10.0536 -0.20 0.14 0.13
H 16.2285 17.2682 11.0204 0.08 -0.01 -0.33
H 16.2581 16.6564 12.6651 0.05 -0.04 0.01
H 17.0222 19.4220 10.6253 -0.12 0.20 0.19
H 17.4863 21.7615 11.4057 0.13 -0.01 -0.16
H 17.1381 22.3333 13.7706 -0.12 -0.10 -0.14
H 16.1670 20.6701 15.3449 0.09 0.10 -0.37
H 15.5894 18.3962 14.5467 0.42 0.64 -0.49
H 9.9129 18.4980 11.7747 -0.10 0.10 -0.27
H 9.8300 17.2740 13.0298 -0.03 0.02 -0.29
H 8.2746 15.5771 12.5809 -0.07 0.11 -0.13
H 7.2170 13.9798 11.0923 0.43 0.00 -0.23
H 8.0279 13.6926 8.7354 0.21 0.28 0.19
H 9.7445 15.2759 7.8726 -0.07 0.07 0.08
H 10.6824 17.0275 9.3382 -0.06 0.01 -0.11
N 9.3160 13.3320 20.8373 0.30 -0.26 -0.12
C 9.8263 12.7681 19.9735 -0.55 0.39 0.21
C 10.3635 12.1699 18.7909 0.35 0.07 -0.59
C 10.0800 10.8626 18.4041 0.95 -0.02 -0.37
C 10.7382 10.3727 17.2720 -0.71 0.35 0.02
C 11.5033 11.2461 16.5000 -0.27 -0.96 -0.33
N 11.6841 12.5303 16.8007 -0.08 0.56 0.57
C 11.1621 12.9638 17.9571 0.18 -0.08 0.12
H 9.4411 10.2230 18.9883 -0.16 -0.02 0.12
H 10.5136 9.3550 16.9502 0.40 0.31 -0.04
H 11.9367 10.9126 15.5510 -0.15 -0.05 0.57
H 11.3966 13.9843 18.2406 -0.22 -0.11 -0.06
O 16.5503 11.4520 22.9436 -0.03 0.14 -0.26
S 17.4130 10.3271 22.8638 0.15 -0.19 0.41
O 18.7986 10.4888 23.3063 -0.13 0.01 -0.23
O 16.9996 9.1714 23.6879 -0.05 -0.19 0.14
C 17.4399 9.6848 21.1695 -1.14 2.45 1.43
N 18.2762 8.7308 20.9629 0.00 -0.16 0.53
C 18.2405 8.3004 19.7315 0.90 -1.62 -1.43
C 17.4481 8.8549 18.7173 0.05 0.12 0.17
C 16.6209 9.9190 19.1043 0.69 -0.92 -0.52
N 16.6194 10.3224 20.3512 0.34 -0.17 1.23
C 15.7578 10.7091 18.2260 -0.85 0.50 -1.63
C 15.4516 10.3567 16.8965 0.39 -0.40 0.79
C 14.7210 11.2082 16.1064 -0.03 -0.07 0.00
N 14.2911 12.3974 16.5405 -0.48 0.71 -0.85
C 14.4703 12.7033 17.8192 0.45 -0.16 0.64
C 15.1910 11.9001 18.6769 0.33 -0.35 0.77
H 18.9242 7.4425 19.6485 -0.44 0.35 -0.99
H 17.5134 8.5094 17.6884 -0.02 -0.05 0.31
H 15.7610 9.3999 16.4967 0.03 0.05 -0.08
H 14.4532 10.9147 15.0991 0.12 0.06 0.12
H 14.0686 13.6368 18.1920 -0.03 -0.23 -0.12
H 15.3419 12.1649 19.7257 -0.11 0.13 -0.39
```
Positions in Å, forces in eV/Å.

Summary:
Gap between HOMO and LUMO (spin up / spin down) = 0.2140 / 0.2139 Ha
2S+1 = 3
HOMO level (spin up / spin down) = -12.1866 / -12.6670 eV
Total charge = +2
Relative energy (zero: lowest compared OMol25 entry of this formula, charge and spin) = 2.0 kcal per mole

Atom charges from the Löwdin analysis, given in e for atoms 1 to 4: 1.270, 0.615, -1.090, -0.288

=====

Entry 2:
The following is a DFT calculation (ωB97M-V with the def2-TZVPD basis set) of a molecular structure, C51H42BaF6N5OP3S2.

XYZ file:
```
111
Properties=species:S:1:pos:R:3:forces:R:3
Ba 0.3193 1.7975 0.2364 -1.87 -1.61 -1.14
S -1.1566 0.8674 2.6568 -0.71 -0.13 0.08
P -2.9138 0.9066 1.5491 0.32 -0.11 0.90
C -2.8507 0.5177 -0.0283 0.19 0.36 -0.01
P -2.7437 0.9670 -1.5867 0.40 0.12 -0.92
S -0.9099 1.2028 -2.5216 -0.56 0.01 -0.03
C -3.6148 -0.2653 -2.6443 0.06 -0.09 0.16
C -3.6877 -0.1433 -4.0295 0.07 0.07 -0.05
C -4.3552 -1.0934 -4.7839 -0.04 -0.09 0.04
C -4.9479 -2.1897 -4.1605 0.03 0.07 -0.05
C -4.8735 -2.3201 -2.7834 0.02 0.01 0.08
C -4.2112 -1.3563 -2.0278 -0.04 0.05 -0.02
C -3.6839 2.4915 -2.0141 -0.22 0.08 -0.10
C -5.0608 2.4283 -2.2300 0.00 -0.06 -0.04
C -5.8107 3.5831 -2.4047 0.02 0.05 0.00
C -5.1946 4.8277 -2.3572 0.04 -0.02 0.00
C -3.8235 4.9039 -2.1474 -0.04 0.00 0.00
C -3.0795 3.7437 -1.9891 0.12 -0.08 0.04
C -3.6978 2.5061 2.0240 -0.06 0.13 0.08
C -3.5009 3.0632 3.2907 0.04 -0.03 -0.02
C -4.1105 4.2571 3.6427 -0.03 0.05 -0.02
C -4.9212 4.9267 2.7305 0.03 -0.04 0.01
C -5.1272 4.3817 1.4732 0.01 -0.01 0.01
C -4.5259 3.1745 1.1307 -0.06 -0.05 -0.09
C -4.0240 -0.2897 2.4106 0.08 -0.07 -0.05
C -3.6571 -1.6371 2.3846 0.07 0.07 -0.06
C -4.4649 -2.6068 2.9480 -0.07 -0.06 0.05
C -5.6688 -2.2520 3.5528 0.08 0.02 -0.05
C -6.0427 -0.9196 3.5855 0.04 0.00 0.00
C -5.2221 0.0550 3.0205 -0.12 0.04 0.02
H -3.2064 0.6959 -4.5193 0.01 0.01 0.05
H -4.4084 -0.9874 -5.8609 0.00 -0.01 0.00
H -5.4636 -2.9372 -4.7519 0.00 0.01 0.00
H -5.3342 -3.1686 -2.2911 0.00 0.00 -0.01
H -4.1467 -1.4132 -0.9451 -0.03 -0.07 -0.01
H -5.5557 1.4636 -2.2443 0.01 0.00 0.00
H -6.8791 3.5129 -2.5719 0.00 -0.01 0.00
H -5.7764 5.7327 -2.4856 -0.01 -0.01 0.00
H -3.3329 5.8697 -2.1067 0.02 -0.02 0.01
H -2.0085 3.7942 -1.8346 0.00 0.04 -0.02
H -2.8468 2.5577 3.9900 0.01 -0.02 -0.01
H -3.9464 4.6739 4.6296 0.01 -0.01 0.00
H -5.3889 5.8663 3.0003 0.01 0.00 0.01
H -5.7527 4.8898 0.7488 0.01 -0.01 0.00
H -4.7061 2.7460 0.1546 0.02 0.01 0.10
H -2.7183 -1.9145 1.9171 0.00 0.01 0.01
H -4.1593 -3.6463 2.9225 0.01 0.01 -0.01
H -6.3028 -3.0117 3.9935 0.00 0.00 0.00
H -6.9768 -0.6296 4.0521 0.01 0.01 0.00
H -5.5386 1.0902 3.0577 0.03 0.00 -0.02
C 9.6397 -9.3818 0.6191 -0.06 0.01 -0.01
O 8.2272 -9.4395 0.5808 0.03 0.03 0.01
C 7.5575 -8.2637 0.4190 0.04 -0.14 0.01
C 6.1646 -8.3575 0.4145 -0.02 0.11 -0.02
C 5.4002 -7.2243 0.2568 0.06 -0.03 0.00
C 6.0012 -5.9698 0.0987 -0.32 0.09 -0.02
C 7.3811 -5.8919 0.1060 0.19 -0.02 0.01
C 8.1715 -7.0297 0.2646 -0.12 0.06 -0.01
C 5.1206 -4.7990 -0.0600 0.16 -0.29 0.13
N 3.8124 -4.8542 -0.0017 0.04 0.30 -0.09
C 3.3966 -3.5507 -0.1846 -0.36 -0.34 0.06
C 4.4617 -2.7152 -0.3521 0.38 0.22 -0.05
N 5.5766 -3.5279 -0.2687 -0.16 0.07 -0.04
C 4.3379 -1.3095 -0.6070 0.06 -0.22 0.03
C 5.4049 -0.4395 -0.8570 0.07 0.03 0.00
C 5.1433 0.8772 -1.1297 -0.08 -0.02 0.02
C 3.8090 1.2955 -1.1505 0.07 0.09 -0.02
N 2.7868 0.5005 -0.9136 0.10 -0.04 0.22
C 3.0331 -0.7928 -0.6260 -0.36 -0.01 -0.03
C 1.8732 -1.6685 -0.3634 0.19 0.33 -0.11
N 0.6643 -1.0859 -0.3137 -0.02 -0.05 0.05
C -0.4042 -1.8486 -0.1692 0.21 0.00 0.08
C -0.3195 -3.2432 -0.0415 -0.18 0.07 0.00
C 0.9109 -3.8451 -0.0339 0.03 0.00 -0.01
C 2.0493 -3.0459 -0.1953 0.12 -0.13 0.01
H 9.9820 -10.4015 0.7707 0.00 -0.01 0.00
H 9.9879 -8.7561 1.4450 0.02 0.00 0.00
H 10.0460 -9.0003 -0.3215 0.02 0.00 0.00
H 5.7032 -9.3282 0.5378 0.04 -0.01 0.00
H 4.3206 -7.2802 0.2544 0.00 0.00 0.00
H 7.8854 -4.9387 -0.0058 -0.01 -0.01 0.00
H 9.2468 -6.9345 0.2677 0.00 0.02 0.00
H 6.5379 -3.2458 -0.3176 -0.01 0.03 -0.02
H 6.4279 -0.7979 -0.8284 -0.02 -0.02 0.00
H 5.9339 1.5931 -1.3036 0.00 -0.01 0.00
H 3.5856 2.3389 -1.3457 -0.05 -0.03 0.02
H -1.3548 -1.3189 -0.1332 -0.02 -0.06 -0.01
H -1.2299 -3.8183 0.0686 0.02 -0.01 0.00
H 1.0218 -4.9144 0.0924 0.04 0.01 0.00
F 2.2047 2.7130 1.0813 2.45 1.11 1.20
P 3.5016 3.0053 2.2405 -0.76 0.09 -0.63
F 4.6655 3.2672 3.2804 0.11 0.04 0.08
F 3.9399 1.4834 1.9965 0.09 -0.11 0.04
F 2.9373 4.5072 2.3499 0.08 0.01 0.06
F 4.4065 3.4567 0.9858 0.07 -0.01 0.02
F 2.4672 2.5381 3.3644 0.06 -0.04 0.12
C 0.8730 4.5154 -2.7211 -0.02 -0.11 -0.01
C 0.3261 5.1844 -1.5207 -0.13 0.71 0.07
C -0.0028 6.6021 -1.3701 0.17 -0.52 -0.29
C -0.4546 6.7482 -0.1030 -0.08 -0.49 0.47
C -0.3956 5.4154 0.4998 -0.03 0.58 -0.20
C -0.7394 5.0339 1.8861 0.03 -0.11 0.09
N 0.0694 4.5201 -0.3839 0.00 0.04 -0.09
H 0.8529 5.1654 -3.5938 -0.02 0.03 0.02
H 0.2985 3.6047 -2.9261 0.03 0.00 -0.03
H 1.9104 4.2129 -2.5433 -0.01 0.00 0.01
H 0.1072 7.3428 -2.1471 -0.01 0.03 0.04
H -0.7993 7.6328 0.4092 0.02 0.03 -0.06
H -1.2736 5.8205 2.4152 0.01 0.04 -0.05
H 0.1789 4.8002 2.4384 -0.01 0.02 -0.01
H -1.3577 4.1313 1.9070 0.00 0.01 -0.02
```
Positions in Å, forces in eV/Å.

Summary:
Gap between HOMO and LUMO (spin up / spin down) = 0.2166 / 0.1733 Ha
2S+1 = 2
HOMO level (spin up / spin down) = -4.1710 / -4.1707 eV
Total charge = -1
Relative energy (zero: lowest compared OMol25 entry of this formula, charge and spin) = 4.1 kcal per mole

Atom charges from the Löwdin analysis, given in e for atoms 1 to 4: 1.531, 0.062, 0.355, -0.594